# 1
Below is 2 unconnected molecules or ions with the total composition C10H16O at a distorted geometry, with properties calculated with ωB97M-V/def2-TZVPD.

Values from the calculation:
Expectation value of S²: 0.77
DFT total energy, eV: -12666.6650
Total charge: +1
2S+1: 2
HOMO (spin up / spin down), eV: -13.668 / -13.670
E_LUMO (spin up / spin down), eV: -4.263 / -7.795
ΔE to the lowest compared entry with this formula, charge and spin, kcal per mole: 57.98

Last column: Mulliken charge in e.
Geometry (Å):
C 3.7247 0.2069 0.9669  -0.46
C 4.2957 -1.1084 1.6106  -0.99
H 2.6375 0.1532 0.9307  -0.12
H 3.8714 1.0425 1.6834  0.29
H 4.0389 0.6665 -0.0046  0.42
H 5.0828 -1.3083 0.8762  0.25
H 3.5295 -1.8317 1.7188  0.30
H 4.7053 -1.0608 2.5638  0.34
C -0.5899 2.0825 1.1133  -0.55
C 0.7298 1.6100 1.8011  -1.25
C -1.0117 0.8648 0.2459  0.56
C -0.7859 1.0611 -1.1815  -0.39
C -1.5808 -0.3392 0.6861  -0.28
C -1.0929 -0.0084 -2.0525  -0.78
C -1.8343 -1.4086 -0.1516  -0.64
C -1.6130 -1.1450 -1.5571  0.60
O -2.3024 -2.0350 -2.3409  -0.41
H -1.3462 2.2741 1.9316  0.30
H -0.6131 2.9966 0.3388  0.33
H 0.5694 0.6460 2.1440  0.52
H -0.4240 1.9415 -1.6361  0.41
H -1.9850 -0.2751 1.6741  0.49
H -0.9287 0.1885 -3.0932  0.43
H -2.2151 -2.3204 0.1512  0.53
H -2.7425 -1.4459 -2.9727  0.37
H 1.2094 2.1768 2.5065  0.54
H 1.5794 1.5425 1.0273  0.17

Force components x, y, z for each atom (eV/Å):
-0.73 1.36 1.69
0.24 1.55 -3.38
0.15 -0.37 -0.28
0.07 -0.26 -0.30
0.34 -1.28 0.64
-0.05 -1.25 0.55
-0.58 -1.02 -0.63
0.94 0.92 1.63
-1.22 0.16 -0.71
0.91 0.65 -4.60
0.57 2.51 -1.43
-0.92 -3.65 -0.04
-0.64 -0.47 -0.09
1.67 4.23 0.50
1.91 3.21 -0.34
-2.66 -3.68 0.84
0.86 1.58 0.86
0.57 -0.17 -1.00
0.59 -1.82 2.23
-0.20 -1.88 0.93
0.43 1.02 0.07
0.19 -0.66 0.74
-0.17 -0.38 -0.51
-0.94 -1.58 0.54
0.02 -0.64 -0.82
0.25 1.88 2.10
-1.62 0.00 0.83

# 2
Below is a molecular structure, C23H25N6O2PdS2 at a distorted geometry, with properties calculated with ωB97M-V/def2-TZVPD.

Values from the calculation:
DFT total energy, eV: -62437.7905
Total charge: +1
HOMO, eV: -9.864
E_LUMO, eV: -3.528
ΔE to the lowest compared entry with this formula, charge and spin, kcal per mole: 24.38

Last column: Mulliken charge in e.
Geometry (Å):
Pd -0.3854 -0.5876 0.1917  0.11
C 2.4080 1.7543 1.1122  -0.99
O 1.0112 1.6563 0.8713  -0.17
C 0.3415 2.7954 0.5532  1.14
C 0.9146 4.0657 0.5724  -0.66
C 0.1350 5.1761 0.2875  -0.67
C -1.2110 5.0427 -0.0209  -0.81
C -1.7765 3.7795 -0.0421  -0.52
C -1.0028 2.6615 0.2191  -0.25
N -1.5260 1.3316 0.2157  0.97
N -2.7324 1.2138 -0.0785  -1.01
C -3.4202 0.1048 0.3403  -0.52
C -2.8677 -0.7535 1.3030  1.77
O -1.6319 -0.6293 1.7121  -1.04
C -3.7040 -1.7784 1.8674  -0.74
C -4.9436 -1.9849 1.3748  -0.76
C -5.4865 -1.2000 0.2989  0.88
C -6.7602 -1.4795 -0.2293  -0.96
C -7.2641 -0.7315 -1.2636  -0.58
C -6.5015 0.3250 -1.7920  -0.67
C -5.2619 0.6241 -1.2772  -0.66
C -4.7325 -0.1398 -0.2218  0.85
H 2.9250 2.1589 0.2402  0.42
H 2.7477 0.7375 1.2936  0.19
H 2.6074 2.3700 1.9895  0.39
H 1.9584 4.1951 0.8120  0.44
H 0.5886 6.1575 0.3210  0.40
H -1.8133 5.9121 -0.2412  0.40
H -2.8207 3.6364 -0.2795  0.47
H -3.2897 -2.3819 2.6630  0.45
H -5.5600 -2.7763 1.7860  0.40
H -7.3384 -2.2918 0.1942  0.43
H -8.2497 -0.9418 -1.6556  0.43
H -6.8944 0.9096 -2.6133  0.43
H -4.6890 1.4506 -1.6761  0.42
S 1.1041 -0.5749 -1.6703  -0.39
C 2.2886 -1.7604 -1.3597  0.36
N 2.6716 -2.2535 -0.1897  0.01
C 3.5640 -3.4057 -0.3493  -0.45
C 3.9953 -3.2730 -1.8289  -0.49
N 3.0116 -2.3150 -2.3313  -0.15
H 2.0682 -2.1366 0.6190  0.23
H 3.0236 -4.3336 -0.1630  0.27
H 4.4067 -3.3407 0.3328  0.31
H 3.9202 -4.2156 -2.3652  0.31
H 5.0092 -2.8884 -1.9325  0.30
H 2.9537 -1.9857 -3.2799  0.19
S -0.8167 -2.9381 0.0896  -0.40
C -1.9119 -3.0004 -1.2152  0.37
N -2.3161 -2.0011 -1.9823  0.28
C -3.2953 -2.4058 -2.9898  -0.30
C -3.4572 -3.9207 -2.6995  -0.54
N -2.5373 -4.1202 -1.5791  -0.17
H -1.8792 -1.0884 -1.9229  -0.01
H -2.9186 -2.2188 -3.9932  0.37
H -4.2280 -1.8580 -2.8528  0.09
H -3.1673 -4.5350 -3.5499  0.30
H -4.4771 -4.1738 -2.4170  0.33
H -2.4260 -4.9765 -1.0646  0.21

Force components x, y, z for each atom (eV/Å):
-0.43 -0.37 0.31
-0.08 -0.05 -0.04
0.06 0.04 -0.05
0.49 0.22 0.12
-0.07 -0.17 0.03
0.02 0.03 -0.01
-0.02 -0.14 0.02
-0.14 0.23 -0.17
-0.23 -0.70 -0.24
0.88 0.49 -0.80
-0.63 0.60 0.96
0.06 -0.67 -0.87
-0.15 -0.02 0.15
-0.32 -0.33 0.23
0.30 0.37 -0.03
-0.28 0.03 -0.17
0.01 -0.36 0.34
-0.06 0.05 -0.13
0.05 0.00 0.05
0.05 -0.02 0.02
-0.11 0.00 -0.11
0.47 0.24 0.23
0.02 0.02 0.01
0.02 0.03 0.02
0.04 0.00 0.02
0.02 0.00 0.04
0.01 0.00 -0.03
-0.02 0.01 0.02
-0.03 0.03 0.03
0.01 -0.01 0.00
0.00 0.00 -0.01
0.00 0.00 0.01
0.01 0.00 -0.05
-0.03 0.04 0.03
0.02 -0.01 0.00
-0.15 0.17 0.21
-0.23 0.20 -0.45
-0.33 -0.15 0.78
0.06 0.04 -0.14
-0.08 0.04 0.12
0.01 0.01 -0.14
0.23 -0.03 -0.25
-0.02 -0.01 -0.02
0.01 -0.01 0.02
0.03 -0.02 0.01
0.01 0.05 0.03
0.01 -0.06 0.01
0.52 0.17 -0.22
-0.02 -0.06 0.17
0.29 0.44 -0.13
-0.09 -0.11 0.08
0.01 0.13 0.02
0.03 -0.15 0.06
-0.20 -0.23 -0.03
0.02 0.00 -0.02
0.01 0.00 0.02
0.01 -0.01 -0.01
-0.02 0.02 0.03
-0.05 0.00 -0.05

# 3
Below is a gas-phase ion, C6H11O (charge -1) at a distorted geometry, with properties calculated with ωB97M-V/def2-TZVPD.

Values from the calculation:
DFT total energy, eV: -8446.3926
SMILES string: C/C=C/CCC[O-]
Total charge: -1
HOMO, eV: -2.318
E_LUMO, eV: 3.807
ΔE to the lowest compared entry with this formula, charge and spin, kcal per mole: 11.03

Last column: Mulliken charge in e.
Geometry (Å):
C -0.5864 1.8012 1.2356  -0.41
O -1.8047 1.2811 1.2636  -0.87
C 0.5339 0.7512 1.6021  -0.75
C 1.3010 0.1311 0.4250  -0.60
C 0.3418 -0.5674 -0.5173  -0.16
C 0.6167 -1.2751 -1.6029  -0.21
C -0.3517 -2.1243 -2.3712  -1.18
H -0.3522 2.6417 1.9532  0.20
H -0.2414 2.2599 0.2623  0.12
H 1.2501 1.0819 2.3413  0.46
H -0.1009 -0.0770 1.9287  0.23
H 1.8744 0.8459 -0.1800  0.28
H 2.0210 -0.6144 0.8001  0.31
H -0.6752 -0.3352 -0.2079  0.33
H 1.6438 -1.4778 -1.8262  0.35
H -0.0515 -2.3198 -3.3974  0.33
H -1.3656 -1.7373 -2.3098  0.33
H -0.4995 -3.0800 -1.8525  0.24

Force components x, y, z for each atom (eV/Å):
1.32 0.22 0.23
-0.39 0.04 -0.17
-0.40 -0.72 -1.18
0.24 -0.30 -0.56
-0.44 0.79 0.20
-0.09 -0.57 0.53
-0.65 -0.14 0.69
-0.47 0.14 0.11
-0.20 -0.09 -0.21
0.07 0.15 0.50
0.26 0.03 0.83
0.03 0.20 0.30
0.03 0.15 -0.05
-0.39 -0.30 -0.28
0.78 0.05 -0.23
-0.08 0.07 -0.10
-0.09 0.49 -0.40
0.48 -0.22 -0.22